(1)
Below is a structure of composition C43H34F5N4ORuS2, with properties calculated with ωB97M-V/def2-TZVPD.

Properties
HOMO level (spin up / spin down) in eV: -2.36 / -5.01
Gap between HOMO and LUMO (spin up / spin down) in Ha: 0.17297 / 0.25756
<S²>: 6.0703
Total charge: -1
Spin multiplicity: 5
Lowest unoccupied orbital energy (spin up / spin down) in eV: 2.3 / 2.0

Cartesian coordinates (Å):
Ru1 -0.2188 -0.3870 0.4221
C1 4.9727 1.1428 -4.2720
C2 4.2066 -0.1202 -3.8514
C3 2.7977 -0.0415 -4.4398
C4 4.9101 -1.3492 -4.4445
C5 4.1960 -0.2316 -2.3203
C6 5.4151 -0.2630 -1.6264
C7 5.4513 -0.3660 -0.2366
C8 4.2670 -0.4387 0.4722
S1 4.0077 -0.5608 2.2043
C9 2.2692 -0.5654 1.9429
N1 1.9359 -0.4960 0.6070
C10 3.0279 -0.4132 -0.1977
C11 3.0084 -0.3130 -1.5995
C12 1.2818 -0.6041 2.9392
C13 1.5519 -0.6750 4.3321
C14 0.5126 -0.6752 5.2506
C15 -0.8159 -0.6290 4.8312
C16 -1.0944 -0.5537 3.4493
C17 -0.0885 -0.5320 2.5056
H1 4.9745 1.2415 -5.3636
H2 6.0121 1.1116 -3.9358
H3 4.5128 2.0403 -3.8487
H4 2.8586 0.0617 -5.5280
H5 2.2405 0.8176 -4.0536
H6 2.2146 -0.9423 -4.2242
H7 4.9238 -1.2907 -5.5393
H8 4.3962 -2.2704 -4.1566
H9 5.9432 -1.4202 -4.0945
H10 6.3511 -0.2038 -2.1716
H11 6.4078 -0.3822 0.2790
H12 2.0443 -0.2789 -2.0955
H13 2.5816 -0.7068 4.6847
H14 0.7425 -0.7102 6.3115
H15 -1.6228 -0.6286 5.5545
H16 -2.1286 -0.4691 3.1296
F1 -6.6780 1.1329 0.7717
C18 -5.5369 0.7879 0.2069
C19 -4.5976 1.7430 -0.0974
F2 -4.8527 3.0155 0.1741
C20 -3.4051 1.3777 -0.6874
F3 -2.5622 2.3473 -0.9728
C21 -3.0927 0.0617 -0.9865
S2 -1.5522 -0.4096 -1.7027
C22 -4.0729 -0.8673 -0.6755
F4 -3.8833 -2.1693 -0.9201
C23 -5.2733 -0.5267 -0.0854
F5 -6.1704 -1.4638 0.2095
C24 -0.1121 1.3670 0.7245
C25 0.6650 2.4470 1.1892
C26 1.6421 3.0411 0.3653
C27 2.4095 4.0843 0.8536
C28 2.2354 4.5566 2.1521
C29 1.2747 3.9645 2.9704
C30 0.4895 2.9249 2.5043
H17 1.7983 2.6664 -0.6397
H18 3.1635 4.5268 0.2132
H19 2.8507 5.3664 2.5278
H20 1.1399 4.3102 3.9894
H21 -0.2419 2.4489 3.1482
C31 2.7289 -4.0387 4.6304
C32 1.5200 -4.7941 4.1423
C33 0.3227 -4.1340 3.8892
C34 -0.7863 -4.8082 3.3954
C35 -0.7103 -6.1660 3.0980
N2 -1.7753 -6.8927 2.4791
C36 -2.8846 -6.4037 1.8097
O1 -3.9422 -7.0099 1.7816
N3 -2.7256 -5.1834 1.1698
C37 -1.5188 -4.6319 0.6745
C38 -0.4513 -5.3839 0.2247
C39 0.7035 -4.7388 -0.1570
C40 0.7600 -3.3565 -0.0982
N4 -0.2785 -2.6415 0.3027
C41 -1.3818 -3.2549 0.6870
C42 0.4704 -6.8455 3.3770
C43 1.5626 -6.1666 3.9028
H22 2.4379 -3.0979 5.1015
H23 3.3978 -3.7865 3.8017
H24 3.3018 -4.6257 5.3526
H25 0.2421 -3.0625 4.0706
H26 -1.6989 -4.2566 3.2325
H27 -1.9062 -7.8394 2.7756
H28 -3.5872 -4.8054 0.8129
H29 -0.5151 -6.4633 0.2020
H30 1.5697 -5.2932 -0.4913
H31 1.6459 -2.7975 -0.3644
H32 -2.1837 -2.6331 1.0495
H33 0.5419 -7.9058 3.1536
H34 2.4773 -6.7165 4.1058

Cartesian forces (eV/Å) of the 3 atoms listed first:
-0.081 0.089 -0.081
0.054 0.071 -0.023
0.001 0.019 0.087

---

(2)
Below is a structure of composition AlH8O4, with properties calculated with ωB97M-V/def2-TZVPD.

Properties
HOMO level in eV: -27.39
Gap between HOMO and LUMO in Ha: 0.34637
Energy relative to the best compared isomer or geometry (same formula, charge and spin) in kcal per mole: 11.6
Total charge: +3
Lowest unoccupied orbital energy in eV: -18.0

Cartesian coordinates (Å):
Al1 -0.0560 -0.7806 -0.0686
O1 1.0556 1.0727 0.0888
H1 1.1287 1.7015 -0.6291
H2 1.5783 1.4528 0.7949
O2 -0.2242 0.3071 -1.9561
H3 -0.9366 0.9090 -2.1714
H4 0.4392 0.4709 -2.6264
O3 -2.2024 -1.0909 0.3471
H5 -2.8317 -1.7182 -0.0087
H6 -2.7328 -0.3341 0.5966
O4 1.3525 -0.7026 1.5732
H7 2.3095 -0.7204 1.5681
H8 1.1199 -0.5672 2.4917

Cartesian forces (eV/Å) of the 3 atoms listed first:
0.251 3.858 0.514
-1.334 -1.235 -0.932
-0.174 0.576 -0.699

---

(3)
Below is a cluster of 7 separate species, C22H61N3O10 in total, with properties calculated with ωB97M-V/def2-TZVPD.

Properties
HOMO level in eV: -8.70
Gap between HOMO and LUMO in Ha: 0.32787
Energy relative to the best compared isomer or geometry (same formula, charge and spin) in kcal per mole: 97.4
SMILES: COCCNCCOC.COCCNCCOC.COCCNCCOC.CO.CO.CO.CO
Lowest unoccupied orbital energy in eV: 0.2

Cartesian coordinates (Å):
C1 4.5622 0.4409 -5.0208
O1 5.7218 0.9512 -5.7967
C2 6.9425 1.2246 -5.0334
C3 7.4696 -0.0889 -4.4250
N1 8.3144 0.0137 -3.1816
C4 8.7667 -1.2877 -2.6816
C5 7.5969 -2.0377 -1.9389
O2 6.8553 -2.9074 -2.8955
C6 5.8844 -3.7488 -2.3080
H1 4.7601 0.7789 -4.0036
H2 4.5885 -0.6467 -5.0879
H3 3.6064 0.8430 -5.3568
H4 6.6826 1.9460 -4.2588
H5 7.7206 1.6610 -5.6597
H6 7.8616 -0.7638 -5.1859
H7 6.6575 -0.7383 -4.0981
H8 9.1206 0.5928 -3.3682
H9 9.6743 -1.1415 -2.0959
H10 9.1472 -1.9632 -3.4477
H11 6.9744 -1.2619 -1.4931
H12 8.0376 -2.6433 -1.1470
H13 6.3742 -4.5666 -1.7793
H14 5.3546 -4.1954 -3.1493
H15 5.1459 -3.2984 -1.6448
C7 -8.9223 0.8932 4.1664
O3 -9.7376 1.2820 3.1212
C8 -9.6850 0.4180 1.9785
C9 -8.2921 0.4572 1.2707
N2 -8.0637 1.8695 0.9025
C10 -6.6351 2.0380 0.4891
C11 -6.4495 3.5745 0.4266
O4 -6.4139 4.0723 1.7403
C12 -5.5631 5.2871 1.8885
H16 -9.1538 -0.0487 4.6638
H17 -8.9737 1.6598 4.9396
H18 -7.9218 0.8013 3.7439
H19 -10.4844 0.7357 1.3091
H20 -9.9531 -0.6035 2.2481
H21 -8.3047 -0.1216 0.3472
H22 -7.4505 0.1295 1.8809
H23 -8.2734 2.3854 1.7451
H24 -6.3826 1.4332 -0.3819
H25 -5.9869 1.6139 1.2560
H26 -7.2292 4.2030 -0.0037
H27 -5.5062 3.8665 -0.0349
H28 -6.0913 6.2187 1.6853
H29 -4.5865 5.3724 1.4120
H30 -5.5221 5.4363 2.9674
C13 -1.3799 -1.3652 -0.6391
O5 -0.8645 -0.2744 0.0878
C14 0.3661 -0.4913 0.7623
C15 1.0323 0.8497 1.0921
N3 -0.0146 1.7242 1.5765
C16 -0.4838 1.6484 2.9283
C17 0.5675 2.0109 3.9368
O6 1.4816 0.9655 4.1739
C18 2.4705 1.3633 5.2299
H31 -1.8685 -1.9424 0.1459
H32 -0.5633 -1.8266 -1.1945
H33 -2.0918 -1.0309 -1.3938
H34 0.9441 -1.0033 -0.0070
H35 0.0497 -0.9903 1.6783
H36 1.4191 1.0960 0.1033
H37 1.8684 0.7277 1.7808
H38 -0.7409 1.1921 1.1188
H39 -0.8128 0.6325 3.1473
H40 -1.3302 2.2814 3.1947
H41 0.1295 2.3443 4.8776
H42 1.2120 2.7932 3.5359
H43 2.7430 2.4132 5.1227
H44 3.2572 0.6089 5.2152
H45 1.8631 1.2832 6.1314
C19 1.5511 -4.4479 6.4608
O7 0.8163 -3.5934 5.5762
H46 2.6153 -4.2149 6.4265
H47 1.1314 -4.2157 7.4396
H48 1.6295 -5.5033 6.1999
H49 1.1156 -2.6955 5.7368
C20 5.2814 4.4949 0.5725
O8 4.1192 5.1448 0.1483
H50 5.2269 4.2065 1.6222
H51 5.5082 3.6192 -0.0356
H52 6.1367 5.1572 0.4386
H53 3.4154 4.5292 0.3658
C21 -4.0612 -1.4017 -10.3521
O9 -4.3636 -1.6639 -9.0517
H54 -3.7523 -2.2287 -10.9915
H55 -4.8972 -0.9364 -10.8742
H56 -3.1538 -0.7984 -10.3250
H57 -4.6600 -0.8862 -8.5732
C22 -0.8230 -6.9637 1.0860
O10 -1.4671 -5.9757 1.9057
H58 -0.5207 -7.7272 1.8028
H59 -1.5902 -7.1854 0.3442
H60 0.0515 -6.5249 0.6056
H61 -0.8003 -5.3346 2.1623

Cartesian forces (eV/Å) of the 3 atoms listed first:
2.401 0.606 -0.077
-0.125 0.129 0.004
-1.238 -1.267 0.614

---

(4)
Below is an isolated molecule of C5H11OP, with properties calculated with ωB97M-V/def2-TZVPD.

Properties
HOMO level in eV: -7.57
Gap between HOMO and LUMO in Ha: 0.30628
Energy relative to the best compared isomer or geometry (same formula, charge and spin) in kcal per mole: 93.0
Lowest unoccupied orbital energy in eV: 0.8

Cartesian coordinates (Å):
C1 -0.5627 -0.2366 -0.0592
C2 0.5337 1.0514 0.1977
C3 -1.7747 -0.1205 0.8453
C4 -0.1481 -1.6982 -0.0891
C5 1.9323 0.7226 0.8343
O1 -0.9675 0.1186 -1.5678
P1 0.1587 1.2189 -1.5420
H1 -2.5257 -0.8621 0.5158
H2 -2.1984 0.9683 0.9192
H3 -1.4697 -0.5138 1.8592
H4 0.4274 -2.0573 -0.9137
H5 -1.0845 -2.4022 -0.0084
H6 0.3456 -1.8433 0.9696
H7 2.5864 -0.0025 0.3796
H8 1.6347 0.5777 1.8613
H9 2.5223 1.6705 0.6479
H10 0.7790 0.8975 -2.8100
H11 -0.1887 2.5109 -2.0396

Cartesian forces (eV/Å) of the 3 atoms listed first:
-0.044 0.374 -0.232
-0.720 -2.465 -2.762
-0.537 0.926 0.615

---

(5)
Below is a cluster of 2 separate species, C12H17N in total, with properties calculated with ωB97M-V/def2-TZVPD.

Properties
HOMO level (spin up / spin down) in eV: -12.91 / -13.60
Gap between HOMO and LUMO (spin up / spin down) in Ha: 0.33625 / 0.24898
Energy relative to the best compared isomer or geometry (same formula, charge and spin) in kcal per mole: 14.2
<S²>: 0.7737
Total charge: +1
Spin multiplicity: 2
Lowest unoccupied orbital energy (spin up / spin down) in eV: -3.8 / -6.8

Cartesian coordinates (Å):
C1 -0.6506 -1.1522 4.6253
C2 -0.0190 0.8929 3.1978
C3 -0.5480 -0.4282 3.3201
C4 -0.7085 0.2597 1.1684
C5 -1.0584 -0.7803 2.0558
C6 -1.1181 0.3413 -0.1256
C7 -1.8574 -1.8246 1.5655
C8 -1.9847 -0.6937 -0.5586
C9 -2.3405 -1.7405 0.2741
N1 -0.0709 1.2696 1.9365
H1 0.2077 1.5948 3.9833
H2 0.3516 2.0302 1.4221
H3 -1.5718 -0.8378 5.1138
H4 0.3073 -1.0346 5.1350
H5 -0.7831 1.0277 -0.8920
H6 -2.1648 -2.6408 2.2109
H7 -2.4855 -0.5599 -1.5115
H8 -3.0710 -2.4614 -0.0637
H9 -0.7365 -2.2240 4.4416
C10 2.4614 0.8143 -3.6254
C11 1.9331 1.8213 -2.6051
C12 1.3320 -0.1639 -4.0312
H10 2.8871 1.2733 -4.5081
H11 3.1758 0.1880 -3.1007
H12 2.5936 2.6901 -2.4716
H13 1.8582 1.2771 -1.6557
H14 0.4897 -0.0964 -3.3490
H15 0.9485 0.0423 -5.0387
H16 0.9836 2.3279 -2.7940
H17 1.6393 -1.2120 -4.1191

Cartesian forces (eV/Å) of the 3 atoms listed first:
0.410 -0.496 -1.304
-0.171 0.220 -0.105
-0.595 -0.077 0.622